The following is a DFT calculation (the ωB97M-V functional and the def2-TZVPD basis) of a structure of composition C33H44HfN2O2P2S2 at a distorted geometry.

Computed properties:
Orbital gap ... 6.453 eV
Total energy ... -83552.8081 eV
Charge ... +2
LUMO level ... -6.57 eV

Each line ends with the Mulliken charge.
Positions of all 86 atoms, in Å:
1 Hf 0.1419 0.0719 0.8639  -1.256
2 C -3.3850 3.8859 -0.5391  -1.688
3 C -3.1256 2.5454 0.1464  0.835
4 C -3.2561 2.6929 1.6619  -1.296
5 P -1.4433 1.8210 -0.2386  0.237
6 C -0.2909 3.2664 -0.5554  0.247
7 C 0.4480 3.5696 0.7510  -1.451
8 C 0.6774 2.8622 -1.6579  -1.747
9 C -1.5569 0.8815 -1.7992  -0.337
10 C -2.4276 1.2736 -2.8143  -0.367
11 C -2.4728 0.6265 -4.0386  0.289
12 C -3.4137 1.0440 -5.1168  -1.760
13 C -1.5924 -0.4347 -4.2432  -1.393
14 C -0.7522 -0.8747 -3.2449  -0.847
15 C -0.7280 -0.2580 -1.9859  1.876
16 N 0.1127 -0.6558 -0.9526  1.341
17 C 0.9778 -1.7702 -1.0210  -0.200
18 C 0.6191 -3.0241 -1.5205  -0.839
19 C 1.5760 -4.0098 -1.6873  -0.804
20 C 2.9142 -3.7873 -1.3720  0.275
21 C 3.9576 -4.8114 -1.6670  -1.683
22 C 3.2553 -2.5753 -0.7817  -0.661
23 C 2.3079 -1.5803 -0.5722  0.449
24 P 2.6998 0.0672 0.1398  0.579
25 C 3.8877 0.7055 -1.1653  0.580
26 C 3.3521 0.5313 -2.5841  -1.512
27 C 4.2854 2.1468 -0.8754  -1.195
28 C 3.6904 -0.2466 1.7099  0.882
29 C 5.1742 -0.5781 1.5679  -1.438
30 C 3.4980 0.9716 2.6221  -1.325
31 H -4.4528 4.0917 -0.5241  0.435
32 H -2.8890 4.6950 -0.0088  0.428
33 H -3.0591 3.8980 -1.5758  0.414
34 H -3.8387 1.7919 -0.2106  0.621
35 H -2.5838 3.4633 2.0334  0.312
36 H -4.2711 2.9840 1.9205  0.481
37 H -3.0298 1.7613 2.1770  0.120
38 H -0.8544 4.1479 -0.8655  0.834
39 H 0.9631 2.6599 1.1274  0.391
40 H 1.1944 4.3467 0.5939  0.511
41 H -0.2282 3.9331 1.5232  0.282
42 H 1.1311 1.8974 -1.4016  0.137
43 H 0.1576 2.7550 -2.6078  0.340
44 H 1.4513 3.6168 -1.7830  0.826
45 H -3.0893 2.1059 -2.6370  0.250
46 H -4.0800 1.8335 -4.7845  0.354
47 H -2.8501 1.3935 -5.9793  0.358
48 H -4.0159 0.1970 -5.4388  0.400
49 H -1.5809 -0.9316 -5.2009  0.444
50 H -0.0890 -1.7010 -3.4515  0.606
51 H -0.4099 -3.2160 -1.7924  0.740
52 H 1.2803 -4.9620 -2.1002  0.494
53 H 3.7372 -5.3297 -2.5963  0.434
54 H 4.9360 -4.3470 -1.7465  0.379
55 H 3.9982 -5.5572 -0.8747  0.326
56 H 4.2863 -2.4055 -0.5122  0.172
57 H 4.7639 0.0559 -1.0505  0.912
58 H 2.6874 1.3391 -2.8727  0.271
59 H 4.1905 0.5335 -3.2753  0.508
60 H 2.8235 -0.4115 -2.7080  0.276
61 H 3.4174 2.7994 -0.9061  0.047
62 H 4.7624 2.2394 0.0973  0.321
63 H 4.9908 2.4913 -1.6278  0.474
64 H 3.1811 -1.1090 2.1655  0.494
65 H 5.7288 0.2193 1.0798  0.300
66 H 5.5933 -0.7052 2.5651  0.501
67 H 5.3357 -1.5086 1.0301  0.322
68 H 4.0552 1.8325 2.2568  0.283
69 H 2.4378 1.2415 2.7175  0.181
70 H 3.8613 0.7467 3.6228  0.496
71 O 0.9086 -0.1356 4.0723  -0.617
72 S -0.0173 -0.9330 3.3475  0.944
73 O 0.6163 -1.5844 2.1562  -0.603
74 N -1.1011 -0.0083 2.5326  -0.290
75 C -2.1221 -0.8763 2.2632  0.528
76 S -2.8425 -0.9195 0.7806  -0.125
77 C -2.3502 -1.8331 3.3506  0.192
78 C -3.5010 -2.5424 3.6615  -0.680
79 C -3.4838 -3.3577 4.7856  -0.620
80 C -2.3545 -3.4594 5.5878  -0.569
81 C -1.1810 -2.7754 5.2661  -0.745
82 C -1.2082 -1.9823 4.1452  0.392
83 H -4.3895 -2.4365 3.0597  0.522
84 H -4.3709 -3.9144 5.0482  0.439
85 H -2.3749 -4.0795 6.4720  0.444
86 H -0.2945 -2.8633 5.8774  0.524